{"formula": "C28H21N7Pd", "method": "ωB97M-V with the def2-TZVPD basis set", "max_force_ev_per_a": 3.123, "multiplicity": 1, "orbital_gap_ev": [3.4, 3.5], "homo_energy_ev": [-4.586, -4.623], "symbols": ["Pd", "N", "C", "N", "C", "N", "C", "C", "N", "C", "C", "N", "H", "H", "H", "H", "H", "C", "C", "C", "C", "C", "C", "C", "C", "C", "C", "C", "C", "C", "C", "C", "H", "H", "H", "H", "H", "H", "H", "H", "H", "H", "N", "C", "N", "C", "C", "C", "C", "C", "C", "H", "H", "H", "H", "H", "H"], "positions_angstrom": [[0.191754, -0.021310, -0.193501], [4.319257, 0.317908, 0.617062], [3.323820, -0.560216, 0.520503], [2.201741, 0.088289, 0.313647], [2.574565, 1.429745, 0.267023], [3.883301, 1.592247, 0.459086], [1.586570, 2.411303, 0.025070], [1.806671, 3.797109, 0.088585], [0.858348, 4.687525, -0.041884], [-0.403920, 4.191029, -0.265010], [-0.665098, 2.855220, -0.382905], [0.305570, 1.927167, -0.255496], [5.293352, 0.142053, 0.780029], [3.442514, -1.626437, 0.622684], [2.819154, 4.150191, 0.259897], [-1.197952, 4.918574, -0.359088], [-1.659173, 2.493996, -0.603714], [-1.606464, -0.138344, -0.971684], [-2.042269, -0.683182, -1.990099], [-2.476880, -1.303598, -3.153687], [-3.285987, -2.512223, -3.060148], [-3.122896, -3.565734, -3.973405], [-3.812240, -4.754695, -3.815224], [-4.697818, -4.917237, -2.757737], [-4.885224, -3.875365, -1.858318], [-4.180812, -2.693288, -1.997401], [-1.963111, -0.794153, -4.426291], [-0.753067, -0.086745, -4.492817], [-0.294134, 0.419262, -5.694919], [-1.036023, 0.258178, -6.858595], [-2.235464, -0.439471, -6.810024], [-2.688817, -0.968258, -5.614926], [-2.425643, -3.450485, -4.793318], [-3.653691, -5.563482, -4.518149], [-5.232559, -5.849967, -2.632493], [-5.594337, -3.986376, -1.047277], [-4.317293, -1.886853, -1.287676], [-0.180332, 0.059368, -3.586066], [0.653792, 0.941787, -5.733289], [-0.685407, 0.678083, -7.792329], [-2.824262, -0.565689, -7.710174], [-3.630526, -1.500981, -5.580247], [-0.196351, -3.384534, 1.883355], [-0.123358, -2.085005, 1.496387], [0.050473, -1.974793, 0.204283], [0.063490, -3.251247, -0.313106], [0.174759, -3.691138, -1.629245], [0.150199, -5.054188, -1.838924], [0.025965, -5.959895, -0.776359], [-0.096281, -5.534722, 0.532954], [-0.088277, -4.161565, 0.745962], [-0.351232, -3.713808, 2.818926], [-0.222147, -1.265566, 2.187094], [0.256846, -2.977700, -2.439521], [0.220962, -5.441004, -2.846818], [0.020025, -7.021591, -0.984147], [-0.201745, -6.236739, 1.349648]], "forces_ev_per_a": [[-1.1717, -1.6829, -0.9356], [-0.0821, 0.7000, -0.0916], [-0.3036, -0.0261, 0.0580], [0.6192, 1.3194, 0.3701], [2.0158, -2.1137, 0.3410], [-0.7026, -0.3109, -0.1525], [-2.7848, 1.3002, -0.5570], [0.5680, -0.9421, 0.1523], [-1.8967, -0.1920, -0.2952], [1.6959, 1.0478, 0.2721], [0.1420, -0.8678, -0.0637], [1.9339, 2.3558, 0.0349], [0.1394, 0.0096, 0.0061], [-0.0206, 0.0047, -0.0350], [-0.0490, 0.0122, 0.0324], [0.0172, 0.0002, -0.0421], [-0.0164, -0.3173, 0.0135], [0.2194, 1.5867, 1.3772], [-0.3548, -1.4060, -1.7525], [0.5083, 0.6458, 0.7768], [0.2712, -0.0019, -0.0001], [-0.1285, -0.0710, 0.0811], [-0.0235, 0.0384, -0.0060], [-0.0867, -0.1552, 0.0400], [0.0369, -0.0678, -0.0066], [-0.0431, -0.0579, -0.0418], [-0.3639, -0.0226, 0.1727], [-0.0801, -0.0394, -0.0674], [-0.0448, 0.0463, -0.1350], [0.1229, 0.0707, -0.0921], [-0.0061, -0.0665, 0.0354], [0.1132, 0.0874, -0.0899], [0.0118, -0.0207, 0.0037], [-0.0061, -0.0235, -0.0167], [-0.0460, -0.0010, -0.0218], [0.0134, -0.0152, 0.0532], [0.0155, 0.0251, -0.0153], [0.0015, -0.0149, 0.0590], [0.0134, 0.0603, 0.0239], [0.0265, -0.0211, -0.0264], [-0.0151, 0.0022, -0.0196], [-0.0085, 0.0317, -0.0226], [-0.0373, 0.1000, -0.0415], [-0.0549, -0.9022, 0.1940], [-0.0689, -0.0068, 0.8228], [-0.0715, -0.3368, -0.0577], [0.0183, 0.0422, -0.0394], [0.0344, 0.0776, -0.1085], [-0.0195, -0.0268, 0.2095], [-0.0190, -0.0834, -0.0149], [0.1042, 0.1612, -0.3724], [-0.0417, 0.0342, 0.0227], [0.0175, 0.0078, 0.0156], [-0.0661, -0.0105, -0.0116], [-0.0145, 0.0399, 0.0008], [-0.0219, 0.0084, -0.0190], [-0.0099, -0.0119, -0.0171]]}